No. 1
{
  "formula": "C5H25N3O5",
  "method": "the ωB97M-V functional and the def2-TZVPD basis",
  "elements": ["O", "O", "O", "O", "O", "N", "N", "N", "C", "C", "C", "C", "C", "H", "H", "H", "H", "H", "H", "H", "H", "H", "H", "H", "H", "H", "H", "H", "H", "H", "H", "H", "H", "H", "H", "H", "H", "H"],
  "coordinates": [[-1.4593, -2.5215, -0.5130], [-1.8249, 1.2577, 2.0043], [0.3912, 0.5012, 3.3023], [0.5854, 2.0561, 1.0897], [-2.9777, -0.4449, 0.3429], [0.5599, -1.1292, 0.9636], [-2.3736, 1.3795, -2.1032], [1.2040, 0.6745, -1.3902], [-0.9415, 1.7375, -1.9269], [1.9256, -0.5847, -1.0953], [-0.1234, 0.4416, -2.0096], [2.7967, -2.0416, 0.7642], [1.9069, -0.8762, 0.4182], [2.3218, 0.0203, 0.9136], [-2.0308, -3.3151, -0.5847], [0.0354, 0.1409, -3.0547], [1.4847, -1.4771, -1.5790], [-0.1503, -0.4618, 0.6787], [2.9693, -0.5339, -1.4073], [0.8240, 1.5284, 0.2513], [2.4755, -2.9325, 0.1986], [1.2248, 2.8361, 1.1630], [-0.7716, 2.2721, -0.9995], [-2.0229, -1.7971, -0.1748], [0.1808, -2.0191, 0.6793], [-2.7021, 0.6570, -1.3721], [-0.6553, -0.3750, -1.4416], [2.7584, -2.2486, 1.8359], [0.6644, 1.0951, 2.5676], [1.7962, 1.2508, -1.9641], [-0.6077, 2.4200, -2.7712], [3.8424, -1.8299, 0.4614], [-1.3203, 0.8745, 2.7561], [-1.1747, 1.7805, 1.5030], [0.4910, -0.3363, 2.9135], [-3.9291, -0.3121, 0.4960], [-2.9254, 2.2044, -1.9725], [-2.4477, 0.1083, 1.0563]],
  "e_tot_ev": -20299.1003,
  "molar_mass_g_mol": 207.3,
  "de_lowest_kj_mol": 0.0,
  "homo_lumo_gap_ev": 9.438,
  "lumo_ha": 0.016
}



No. 2
{
  "formula": "C5H25N3O5",
  "method": "the ωB97M-V functional and the def2-TZVPD basis",
  "elements": ["O", "O", "O", "O", "O", "N", "N", "N", "C", "C", "C", "C", "C", "H", "H", "H", "H", "H", "H", "H", "H", "H", "H", "H", "H", "H", "H", "H", "H", "H", "H", "H", "H", "H", "H", "H", "H", "H"],
  "coordinates": [[1.7738, 0.9599, -2.6309], [0.3984, -1.2187, -3.3022], [1.9828, -3.0784, -0.6462], [-0.8330, 3.2830, 0.1821], [-1.2546, -3.3946, 0.0849], [-3.5273, -1.1281, -0.8589], [1.3763, 1.2195, 0.4426], [-1.1753, 0.1365, -0.5883], [-2.7452, 0.1383, -0.8383], [-0.9001, 0.1013, 0.8357], [0.4663, 0.2603, 2.8715], [0.5996, 0.2015, 1.2152], [2.5037, 1.8921, 1.1747], [-2.8686, 0.7976, -1.7038], [1.9439, -3.2039, -1.5975], [-1.5167, 0.9492, 1.3126], [1.3016, -1.4129, -3.4633], [-3.2118, 0.6177, -0.0560], [0.9375, -0.9070, 1.0652], [-1.4478, 3.4657, 0.9157], [2.4814, 1.1961, -1.9492], [2.2408, -2.1768, -0.4391], [-0.5354, -0.4047, -1.1610], [0.7549, 1.9136, 0.1549], [-1.5502, -3.9177, 0.8364], [2.0792, 2.6728, 1.9157], [-3.9461, -1.2672, 0.0567], [-1.3235, -0.6917, 1.3131], [3.1234, 1.1972, 1.9171], [-0.4150, 0.6176, 3.2949], [-0.2982, -3.3415, -0.0063], [-1.1126, 2.4430, -0.2960], [3.2935, 2.2022, 0.4670], [0.7541, -0.8461, 3.2331], [1.7066, 1.8450, -2.9971], [-2.8125, -1.9013, -0.8689], [0.5286, -0.1884, -3.1418], [1.2275, 0.9688, 3.2558]],
  "e_tot_ev": -20295.5676,
  "molar_mass_g_mol": 207.3,
  "de_lowest_kj_mol": 340.8,
  "homo_lumo_gap_ev": 8.904,
  "lumo_ha": 0.011
}



No. 3
{
  "formula": "C5H25NO7",
  "method": "the ωB97M-V functional and the def2-TZVPD basis",
  "elements": ["O", "O", "O", "O", "O", "O", "O", "N", "C", "C", "C", "C", "C", "H", "H", "H", "H", "H", "H", "H", "H", "H", "H", "H", "H", "H", "H", "H", "H", "H", "H", "H", "H", "H", "H", "H", "H", "H"],
  "coordinates": [[0.0728, 0.0590, 3.8245], [0.9288, 2.2773, 2.2816], [-0.2613, 3.2987, -2.0296], [-2.5837, 2.1673, -1.1462], [1.3333, 3.5997, 0.1625], [0.3913, 1.8537, -4.1671], [2.6574, 1.7893, -2.5057], [0.3471, -2.4397, 0.7976], [-0.3664, -1.4837, -0.0877], [-1.9957, -3.2277, 0.2788], [-0.6693, -3.4050, 1.2346], [-1.8062, -1.8105, -0.1319], [1.7322, -2.8881, 0.8200], [-2.3255, -1.7719, -1.1048], [0.0309, -1.5216, -1.1156], [2.4983, -2.1462, 1.0893], [-0.3572, 1.2636, -4.1181], [-2.9478, -3.5509, 0.8418], [-0.1316, -0.3853, 0.2964], [-1.9230, 2.6171, -1.5452], [-2.5180, -1.2230, 0.3979], [0.4401, 3.0279, -1.3422], [1.2863, 2.7978, 0.7461], [-2.1036, 1.5418, -0.5559], [2.0829, -2.9845, -0.0841], [-0.8932, -3.1967, 2.2321], [-0.4207, -0.4964, 3.0284], [2.1981, 2.2339, -3.3124], [2.3529, 2.1470, -1.7348], [0.1580, -0.6261, 4.5719], [-0.0186, 2.0235, 2.6281], [1.3966, 1.5312, 2.3900], [0.3532, 2.5970, -3.5026], [-1.8551, -3.9446, -0.4605], [1.7149, -3.7665, 1.6132], [1.9180, 4.2241, 0.5880], [-0.2637, 4.2304, -2.0263], [-0.4523, -4.4119, 1.1480]],
  "e_tot_ev": -21409.6903,
  "molar_mass_g_mol": 211.3,
  "de_lowest_kj_mol": 371.7,
  "homo_lumo_gap_ev": 8.119,
  "lumo_ha": -0.001
}



No. 4
{
  "formula": "C5H26N10NbO5S",
  "method": "the ωB97M-V functional and the def2-TZVPD basis",
  "elements": ["Nb", "S", "O", "O", "O", "O", "O", "N", "N", "N", "N", "N", "N", "N", "N", "N", "N", "C", "C", "C", "C", "C", "H", "H", "H", "H", "H", "H", "H", "H", "H", "H", "H", "H", "H", "H", "H", "H", "H", "H", "H", "H", "H", "H", "H", "H", "H", "H"],
  "coordinates": [[3.5305, 4.4054, -0.8362], [2.5329, 6.2996, 0.4778], [-2.8396, -0.8862, -0.6831], [-5.6905, -0.4336, -3.9495], [1.6036, -1.4693, 5.0573], [2.7007, -1.0045, 0.4635], [2.1276, 1.6780, -2.9595], [4.0478, -1.6791, 2.1387], [1.8143, 0.1002, -1.3819], [-2.0378, 1.2178, -0.7629], [2.1896, -0.4688, 2.5915], [-0.2472, -2.7528, 5.0001], [-4.2022, 0.8056, -1.2808], [0.2769, 0.3945, -3.0167], [1.2903, -3.0471, 6.6348], [-4.6518, -2.2561, -3.1272], [-5.5578, -2.3025, -5.2008], [0.9255, -2.3658, 5.5337], [-3.0153, 0.3031, -0.8954], [-5.3234, -1.5902, -4.0839], [2.9627, -1.0480, 1.6552], [1.4496, 0.7814, -2.4831], [-2.1632, 2.2014, -0.9330], [-6.0607, -1.8384, -5.9459], [3.6982, 5.5838, -2.2467], [1.8444, 3.9131, -1.3552], [1.2694, -0.6411, -0.9749], [4.6566, -2.1285, 1.4672], [-4.3664, 1.7818, -1.4603], [2.3888, -0.4939, 3.5773], [0.7454, -3.7884, 7.0419], [3.5057, 3.2476, 0.5579], [4.1551, 3.1230, -1.9744], [-1.1284, 0.8814, -0.4743], [-5.2635, -3.2558, -5.3302], [2.1668, -2.7873, 7.0679], [-0.0345, 0.8818, -3.8467], [1.3625, 0.0169, 2.2699], [-4.3413, -3.2086, -3.2195], [2.6908, 0.3600, -0.9489], [-0.2956, -0.3415, -2.6388], [2.5529, 6.0624, 1.8606], [-0.5586, -2.2655, 4.1700], [-0.8196, -3.4888, 5.3779], [-4.4547, -1.7563, -2.2701], [5.2483, 4.8342, -0.3873], [-4.9652, 0.1508, -1.3924], [4.2803, -1.7258, 3.1164]],
  "e_tot_ev": -43130.4343,
  "molar_mass_g_mol": 431.3,
  "homo_lumo_gap_ev": 5.748,
  "total_charge": -1,
  "lumo_ha": 0.063
}



No. 5
{
  "formula": "C5H26N2O7",
  "method": "the ωB97M-V functional and the def2-TZVPD basis",
  "elements": ["O", "O", "O", "O", "O", "O", "O", "N", "N", "C", "C", "C", "C", "C", "H", "H", "H", "H", "H", "H", "H", "H", "H", "H", "H", "H", "H", "H", "H", "H", "H", "H", "H", "H", "H", "H", "H", "H", "H", "H"],
  "coordinates": [[0.0303, 2.3001, -3.4802], [-3.8741, -1.7784, -0.7684], [-0.5549, -0.4106, -2.9380], [3.0571, 1.2641, 2.8461], [2.0401, -0.5336, -2.1259], [2.1976, 2.0515, -1.8730], [0.5475, 0.4698, 4.0395], [0.9141, 1.5838, 0.8837], [-1.4639, 0.4794, -0.4757], [-0.5835, -1.8070, 0.1813], [-0.4585, -0.3098, 0.1515], [-0.8122, -2.3817, 1.6061], [0.6936, 0.2388, 0.5734], [-2.1010, -1.8833, 2.2162], [2.7761, 0.5884, 3.4684], [2.8520, 2.1294, 3.1861], [1.8551, -0.8801, -1.2441], [2.0487, 1.0727, -1.7955], [-2.3376, -0.0146, -0.6135], [-4.4512, -1.1201, -1.1538], [1.5028, -0.4281, 0.8490], [-0.8296, 0.2045, -2.2375], [-2.9688, -1.9667, 1.5619], [0.6244, 0.7449, 3.1086], [-0.7189, 2.6143, -2.9830], [-2.2551, -2.3252, 3.2045], [-1.6489, 1.3261, 0.0544], [3.0021, 2.1412, -2.4067], [-3.6656, -2.3485, -1.5285], [0.3453, 2.2595, 0.4224], [-0.1212, -0.1949, 3.9492], [1.1290, -0.6111, -2.5252], [-0.6573, -3.4558, 1.4883], [0.2826, -2.3080, -0.2569], [0.8395, 2.4217, -2.9339], [-1.4633, -2.1663, -0.3423], [0.0269, -2.0441, 2.2218], [-0.2965, 0.1647, -3.6597], [1.8670, 1.8535, 1.0493], [-2.0966, -0.8270, 2.5249]],
  "e_tot_ev": -22919.9310,
  "molar_mass_g_mol": 226.3,
  "de_lowest_kj_mol": 76.5,
  "homo_lumo_gap_ev": 7.820,
  "lumo_ha": 0.011
}



No. 6
{
  "formula": "C5H26N2O8",
  "method": "the ωB97M-V functional and the def2-TZVPD basis",
  "elements": ["O", "O", "O", "O", "O", "O", "O", "O", "N", "N", "C", "C", "C", "C", "C", "H", "H", "H", "H", "H", "H", "H", "H", "H", "H", "H", "H", "H", "H", "H", "H", "H", "H", "H", "H", "H", "H", "H", "H", "H", "H"],
  "coordinates": [[-1.9377, 2.6784, 2.5527], [-0.1043, -1.9972, -3.4611], [1.1582, -1.3721, 3.5177], [-0.4594, -2.2931, 1.0183], [3.4037, -1.7107, 2.1693], [-0.5093, -3.7892, -1.5292], [-3.2421, 1.5839, -1.6357], [1.8823, -1.4037, -0.1238], [0.8526, 0.5571, -2.5179], [-1.2375, 0.6048, 2.2129], [0.2911, 1.7215, -1.8358], [-1.3952, 1.8820, 1.7951], [-0.1224, 1.2860, -0.4219], [1.3598, 2.8479, -1.5899], [-0.9558, 2.2464, 0.4156], [-4.1297, 1.2218, -1.7219], [3.5618, -0.7746, 2.3539], [-0.3614, -3.3062, -2.3702], [-0.3357, 3.1549, 0.5297], [0.9832, -1.9472, 2.7657], [2.0909, 2.7904, -0.7725], [-0.8424, -1.5247, -3.8652], [-1.7371, 0.2859, 3.0231], [0.0572, -1.3947, -2.7107], [-0.5070, -3.1599, 0.5966], [0.7507, -0.5122, 3.4122], [-2.5930, 1.0068, -2.0746], [2.6660, -1.0040, 0.2574], [1.8816, 3.0916, -2.5181], [1.8085, -2.1838, 0.4380], [-0.4298, 2.2604, -2.4757], [-1.2972, -4.3387, -1.6669], [-0.7297, -0.0133, 1.6034], [0.7409, 3.7477, -1.4343], [-1.8264, 2.4963, -0.1905], [0.8417, 1.0151, 0.0160], [1.4715, -0.0042, -1.9181], [-0.1508, -1.6761, 0.3403], [3.0601, -1.8654, 3.0749], [1.6134, 0.8762, -3.1177], [-0.6021, 0.2597, -0.3868]],
  "e_tot_ev": -24967.4812,
  "molar_mass_g_mol": 242.3,
  "de_lowest_kj_mol": 149.3,
  "homo_lumo_gap_ev": 9.769,
  "lumo_ha": 0.006
}